{
  "formula": "C27H55N2O5",
  "method": "ωB97M-V with the def2-TZVPD basis set",
  "largest_force_ev_per_a": 4.62,
  "e_homo_ev": -11.29,
  "multiplicity": 1,
  "gap_ev": 9.003,
  "total_charge": 1,
  "lumo_ev": -2.286,
  "energy_ha": -1547.17259,
  "species": ["C", "C", "C", "C", "C", "C", "C", "C", "C", "C", "C", "C", "C", "O", "C", "O", "C", "O", "O", "C", "C", "C", "C", "N", "H", "H", "H", "H", "H", "H", "H", "H", "H", "H", "H", "H", "H", "H", "H", "H", "H", "H", "H", "H", "H", "H", "H", "H", "H", "H", "H", "H", "H", "H", "H", "H", "H", "H", "H", "C", "C", "N", "C", "C", "C", "C", "C", "O", "C", "H", "H", "H", "H", "H", "H", "H", "H", "H", "H", "H", "H", "H", "H", "H", "H", "H", "H", "H", "H"],
  "positions_angstrom": [[3.80973, -0.86804, 2.80148], [2.81618, 0.08449, 2.09618], [3.50564, 1.17712, 1.26284], [4.11373, 0.82695, -0.10789], [4.17811, -0.67055, -0.51198], [3.70287, -0.81387, -2.00459], [2.24050, -1.30349, -2.11045], [1.20694, -0.19469, -1.83838], [-0.18963, -0.68933, -1.36663], [-0.44235, -0.25900, 0.10309], [-0.75300, -1.41328, 1.09827], [-0.00351, -2.74254, 0.84367], [0.73933, -3.21330, 2.10864], [0.81569, -4.64255, 2.11344], [2.10084, -5.03315, 2.58175], [2.39408, 2.07589, 0.91990], [2.22963, 3.07011, 1.80146], [1.38447, 3.84569, 1.82082], [3.23933, 2.99528, 2.69993], [4.27196, 2.09337, 2.24060], [5.43345, 2.98896, 1.71634], [6.74056, 2.50658, 2.36771], [7.57130, 1.48113, 1.63526], [7.08398, 2.91899, 3.48597], [3.22394, -1.60037, 3.35447], [4.42009, -1.35545, 2.04559], [4.43334, -0.35787, 3.53351], [2.09626, 0.50257, 2.79582], [2.25297, -0.55557, 1.41223], [5.13389, 1.21044, -0.13180], [3.58611, 1.41589, -0.84728], [5.21949, -0.98289, -0.51812], [3.53213, -1.32805, 0.06269], [4.33011, -1.58414, -2.45726], [3.80666, 0.12595, -2.54732], [2.06267, -1.70469, -3.11094], [2.15626, -2.16020, -1.43504], [1.63981, 0.52564, -1.14829], [1.06513, 0.35635, -2.77142], [-0.37112, -1.74471, -1.56293], [-0.91412, -0.13689, -1.97268], [0.35380, 0.35329, 0.51282], [-1.32539, 0.39152, 0.10790], [-0.43865, -1.05945, 2.08570], [-1.83067, -1.55259, 1.18435], [0.74796, -2.67986, 0.06104], [-0.74671, -3.49251, 0.57500], [0.27240, -2.83473, 3.02145], [1.76473, -2.85696, 1.99541], [2.87216, -4.85048, 1.82748], [2.34503, -4.48385, 3.49765], [2.09039, -6.08285, 2.86429], [4.63501, 1.67803, 3.17610], [5.26141, 3.99222, 2.09917], [5.50242, 3.04783, 0.62968], [7.86482, 0.72483, 2.36148], [8.44797, 1.94780, 1.19150], [6.97144, 0.96893, 0.88120], [6.39714, 3.58576, 3.84302], [-5.74212, -0.78514, 0.23289], [-6.44669, 0.13114, -0.74705], [-5.69912, 1.40627, -1.08460], [-5.54022, 2.20092, 0.18684], [-6.55512, 2.28206, -1.98266], [-6.85767, 1.76373, -3.37827], [-4.28867, 1.18737, -1.61297], [-4.08736, 0.27017, -2.80942], [-4.50707, -1.04741, -2.52673], [-5.00157, -1.76712, -3.65322], [-5.62560, -0.32835, 1.21548], [-6.34923, -1.67965, 0.36998], [-4.76475, -1.10941, -0.11555], [-7.40314, 0.44861, -0.32657], [-6.66134, -0.38686, -1.67454], [-6.52344, 2.34677, 0.62713], [-5.08978, 3.15871, -0.06294], [-4.88980, 1.66224, 0.86764], [-6.05202, 3.24617, -2.04927], [-7.49027, 2.42362, -1.44115], [-6.04936, 1.98457, -4.07117], [-7.72900, 2.29307, -3.76452], [-7.08566, 0.70036, -3.41443], [-3.72134, 0.79219, -0.77194], [-3.90542, 2.17983, -1.85387], [-3.00996, 0.23936, -3.01313], [-4.55929, 0.65600, -3.71003], [-4.68500, -1.32924, -4.60070], [-6.09525, -1.79429, -3.61413], [-4.63335, -2.78946, -3.59502]],
  "atomic_forces_ev_per_a": [[-0.7, 0.6, 0.0], [1.0, -1.3, -0.5], [-1.3, 0.7, 0.8], [0.8, -0.8, 1.1], [-0.5, 1.1, -1.9], [-0.4, -0.8, 0.6], [0.4, 0.3, -0.1], [0.0, -0.8, -0.5], [0.4, 1.5, 0.3], [-1.1, -0.9, 0.2], [0.9, 0.5, -0.1], [-0.6, 0.1, 0.9], [-0.1, -0.7, -1.2], [0.4, 0.4, 0.2], [-0.3, -0.1, 0.5], [-0.4, -0.1, -1.0], [3.5, -2.9, 0.5], [-3.3, 2.8, -0.1], [-0.1, 0.1, 0.2], [0.4, 1.6, -0.1], [0.4, -0.6, 0.3], [-0.8, -0.2, -2.1], [-0.5, -0.2, 0.4], [0.5, 0.4, 1.7], [0.2, -0.2, -0.1], [0.2, -0.2, 0.2], [0.1, 0.0, -0.1], [0.1, 0.3, 0.1], [-0.3, 0.2, 0.0], [0.0, 0.0, 0.0], [-0.2, 0.0, 0.0], [-0.1, -0.3, 0.5], [0.3, 0.0, 0.3], [0.0, 0.2, -0.3], [0.3, 0.0, -0.1], [0.0, 0.0, 0.0], [-0.3, 0.1, 0.1], [-0.3, 0.0, 0.3], [0.2, 0.0, 0.0], [0.2, -0.1, 0.1], [-0.1, -0.2, -0.1], [0.3, 0.0, -0.3], [0.1, 0.1, 0.1], [-0.2, 0.1, 0.0], [0.0, -0.3, -0.2], [-0.2, 0.1, -0.2], [0.2, -0.2, -0.1], [0.1, -0.1, 0.1], [0.0, 0.4, 0.5], [0.0, 0.0, 0.0], [0.1, 0.1, -0.1], [-0.1, -0.1, -0.3], [-0.1, -0.7, -0.3], [-0.2, 0.0, -0.1], [-0.1, -0.1, 0.0], [0.4, 0.1, 0.0], [0.0, -0.1, -0.1], [0.2, 0.1, -0.2], [0.2, 0.1, 0.1], [0.2, 0.1, 0.2], [-0.2, -0.2, 0.0], [0.0, 0.3, 0.2], [0.1, -0.1, -0.2], [-0.1, -0.2, -0.2], [0.1, 0.1, -0.2], [-0.1, -0.2, 0.0], [0.1, -0.3, -0.1], [-0.1, 0.2, -0.1], [-0.1, -0.1, 0.2], [-0.1, 0.0, 0.0], [0.0, 0.0, -0.1], [-0.1, 0.0, -0.1], [0.1, 0.2, 0.0], [0.2, 0.0, -0.1], [0.0, 0.0, 0.0], [0.0, 0.0, 0.0], [0.0, 0.0, 0.0], [0.0, 0.0, 0.1], [0.1, 0.0, 0.1], [0.0, -0.1, 0.0], [0.0, 0.0, 0.1], [0.0, 0.0, 0.0], [0.0, 0.0, 0.0], [0.0, 0.0, 0.0], [0.0, 0.3, 0.1], [-0.1, 0.0, 0.0], [0.1, 0.0, 0.0], [0.0, 0.0, -0.1], [0.0, 0.0, 0.0]]
}